Below is a 5-piece molecular cluster, C30H44BrN2O14 overall, with properties calculated with ωB97M-V/def2-TZVPD.

As for the HOMO energy: -11.2811 eV. The HOMO-LUMO gap comes out at 8.7 eV. The net charge is +1.

The geometry in XYZ format:
```
91
Properties=species:S:1:pos:R:3:mulliken_charge:R:1
C 1.0240 -3.7211 0.4237 0.88
H 5.3322 -2.9452 -4.8291 0.26
O -5.1792 0.2165 -0.4744 -0.13
C 1.7681 1.0757 -0.7540 0.89
H 2.9765 1.3513 1.0340 0.12
C -2.2056 7.4053 0.4834 -0.09
H 3.5322 -0.4698 0.4244 1.02
N -0.1379 -2.3113 2.2559 0.26
C -6.1171 -1.1592 1.1050 -0.38
C 3.4892 -1.8158 3.7891 -0.37
H 2.8005 -4.6786 -4.8160 0.27
H -0.8410 -3.0483 2.2684 0.46
C -1.1127 -5.1264 0.7647 -1.65
O -3.1169 7.5385 -0.6097 -0.33
H 1.0235 2.8525 -1.6966 0.60
C 1.2120 -0.9607 -1.8764 -0.02
O 1.7309 -0.4472 2.2978 -0.04
H 4.2551 -2.4705 4.1844 0.73
C 1.0550 1.7735 -1.7314 -0.69
C 1.8428 -0.3290 -0.8056 0.04
H -6.6805 -1.1305 2.0335 0.34
C -5.1635 0.0086 0.9408 0.20
H 1.4620 -4.6670 0.7229 0.78
H 4.3144 -1.7207 1.8520 0.71
C -2.4540 2.8265 0.6349 0.43
O -0.9919 -1.0943 0.4850 0.02
C -2.5081 8.2619 -1.5850 0.67
O -2.3082 2.6678 1.8052 -0.60
H -3.2877 4.4131 -1.9407 0.40
C 1.1560 -2.7800 1.6285 -1.98
H -1.4438 -0.2706 0.2415 -0.01
C -0.6481 -0.9997 1.8041 -0.33
H -1.7480 -3.9808 -1.3198 0.31
H -5.5207 0.9131 1.4358 0.28
H -4.1520 -0.2061 1.2773 -0.25
H 0.1343 0.3671 3.2072 0.55
H -5.6148 -2.1256 1.0175 0.26
C 2.4759 1.9289 0.2740 -1.65
H -3.8877 2.0750 -1.6634 0.28
H -0.4002 -5.8117 1.2150 0.37
H 0.2901 0.8862 1.5659 -0.19
H 1.5959 -3.4061 -0.4339 -1.05
H 1.5346 -3.4035 2.4238 0.74
N -0.8263 -3.5987 -1.1178 -0.45
H -1.6825 6.4525 0.3837 0.03
O -6.9919 -0.9961 -0.0114 -0.35
H -2.2642 1.8436 -2.3431 0.26
O -2.6941 3.9917 0.0197 -0.30
Br 1.8864 -2.3670 4.7840 -0.16
H 0.1226 -2.1508 3.2424 0.37
H 3.1343 -1.9624 -0.3302 0.20
C -6.3481 -0.2850 -0.9659 0.55
H 4.4506 -5.1670 -5.2539 0.31
O -1.3498 8.7940 -1.1248 -0.34
O -2.3926 1.8155 -0.2686 -0.05
H -1.6522 9.4914 0.7937 0.25
C 3.8595 -4.5377 -4.5954 -0.34
C 0.4281 1.1255 -2.7840 -0.91
C 4.2706 -3.0791 -4.6199 -0.33
H 4.4089 -0.4295 5.1305 0.42
C 2.6953 -1.1066 0.1738 -1.10
H 0.0527 -0.8013 -3.6612 0.54
C -2.8315 2.3135 -1.5447 -0.38
H 3.2187 2.5388 -0.2317 0.52
H -0.2623 8.4043 0.5999 0.29
H 3.0781 0.2792 4.2096 0.31
C 0.4041 0.0216 2.2109 -0.60
C 4.0515 -3.7709 -2.4847 0.70
O -2.9224 8.3872 -2.6875 -0.51
C 0.5138 -0.2591 -2.8523 -1.44
H -1.7407 -5.7160 0.1117 0.52
H -2.7398 7.4216 1.4294 0.35
C 2.1595 -1.5824 1.5519 2.29
C 3.4109 -2.1177 2.2968 -1.36
C -0.3634 -4.0882 -0.0560 -0.23
H -0.1075 1.6489 -3.5596 0.55
H 3.4932 -3.1918 2.1616 0.41
O -6.7315 -0.1182 -2.0718 -0.50
O 4.0465 -3.7452 -1.2907 -0.56
H -1.5351 -0.7841 2.4054 0.52
C 3.9146 -0.4042 4.1681 -1.25
H 3.6887 -2.4745 -5.3094 0.30
H -1.5604 4.0790 -1.7080 0.19
H 4.6165 -0.0686 3.4150 0.31
O 4.0161 -2.6752 -3.2655 -0.27
O 4.0929 -4.8930 -3.2235 -0.35
H -1.7010 -4.6829 1.5647 0.33
C -2.5704 3.7965 -1.4074 -0.26
C -1.2868 8.5944 0.2917 -0.30
H 1.7758 2.5983 0.7640 0.32
H 1.2790 -2.0260 -1.9993 0.35
```

***

Below is a 2-piece molecular cluster, C3H6N2O2 overall, with properties calculated with ωB97M-V/def2-TZVPD.

The SMILES is [H]/N=[N+](\[O-])O.C=C=C. Its energy above the lowest of the compared OMol25 structures with the same formula, charge and spin is 743.83 kJ/mol. As for the HOMO energy: -9.7943 eV. The HOMO-LUMO gap comes out at 10.5 eV. The net charge is 0.

The geometry in XYZ format:
```
13
Properties=species:S:1:pos:R:3:mulliken_charge:R:1
H 1.5660 -1.5405 -1.4202 0.18
H -2.8796 0.6677 -1.9019 0.37
H -1.6213 -0.8274 0.7094 0.25
H 0.6752 1.0331 1.4555 0.24
O -3.4678 0.9341 -1.1998 -0.51
H 1.5828 1.8899 0.1894 0.28
N -3.0183 0.2307 0.0817 1.13
C 1.5793 -0.1486 0.0836 0.33
N -1.9925 -0.3734 -0.0969 -0.65
C 1.3016 1.0015 0.6148 -0.69
O -3.7978 0.4369 0.9629 -0.59
H 2.8982 -1.8679 -0.1876 0.27
C 2.1345 -1.1606 -0.5008 -0.61
```

***

Below is a 2-piece molecular cluster, C2H6ClS2 overall, with properties calculated with ωB97M-V/def2-TZVPD.

Its energy above the lowest of the compared OMol25 structures with the same formula, charge and spin is 0.00 kJ/mol. As for the HOMO energy: -3.7274 eV. The HOMO-LUMO gap comes out at 6.7 eV. The net charge is -1.

The geometry in XYZ format:
```
11
Properties=species:S:1:pos:R:3:mulliken_charge:R:1
C -0.6622 -0.4592 -0.8374 -0.92
H 1.9742 1.0117 0.6514 0.23
S -0.4000 0.6668 1.7154 -0.09
H -0.7403 -1.6104 1.0203 0.30
Cl 3.1141 2.5527 -2.0255 -0.96
H -1.0009 0.5184 -1.2196 0.28
H -2.1514 -0.5456 0.7539 0.28
H -1.1213 -1.2542 -1.4488 0.30
C -1.0555 -0.6273 0.6210 -0.42
H 0.4337 -0.5194 -0.9472 0.30
S 1.6096 0.2665 1.7164 -0.28
```

***

Below is a 8-piece molecular cluster, C14H44O8 overall, with properties calculated with ωB97M-V/def2-TZVPD.

The SMILES is CCO.CCO.CCO.CCO.CCO.CCO.CO.CO. Its energy above the lowest of the compared OMol25 structures with the same formula, charge and spin is 188.65 kJ/mol. As for the HOMO energy: -9.5425 eV. The HOMO-LUMO gap comes out at 10.1 eV. The net charge is 0.

The geometry in XYZ format:
```
66
Properties=species:S:1:pos:R:3:mulliken_charge:R:1
H -1.2809 -2.7383 1.4665 0.24
C -1.9035 3.7991 0.6196 0.34
H 3.0013 -0.2696 -5.1488 0.38
H 1.6568 -2.6381 1.1031 0.19
H 1.2797 -2.9842 -4.1246 0.23
H -1.2673 0.3574 -3.4061 0.39
O -0.6109 3.4177 1.0952 -0.52
H -1.9937 3.5953 -0.4717 0.07
H 0.4419 1.1131 -1.3399 0.14
C 2.3919 -3.1489 1.7061 -1.01
O -1.5169 0.3275 5.0165 -0.60
H -2.0835 5.4848 1.9849 0.30
H 2.8606 -1.4153 -3.1654 0.01
H -3.0814 5.6054 0.4707 0.39
H -0.4010 0.0072 1.2092 0.09
H -2.6770 -1.7486 1.8867 0.30
H 2.4628 -4.1555 1.3453 0.36
H -3.1823 -0.2210 -0.5244 0.07
H 1.3904 -1.0575 -5.1989 0.14
O 2.9949 -3.8201 3.8864 -0.55
H 1.0315 -3.5504 3.3072 0.21
H -3.1377 1.7555 -3.0032 0.30
O -2.0617 -0.0021 -3.0125 -0.57
H 1.9569 -2.0708 3.4644 0.19
C -2.6027 1.0722 -2.2578 0.14
H -1.9546 -2.8283 3.1524 0.32
H 0.1903 -0.5745 -0.9522 0.35
H 1.6138 0.4626 -6.0180 0.46
H 2.0656 -2.4139 -1.9595 0.15
H -4.4848 0.0217 -1.7641 0.38
C 2.2420 -3.3756 -3.8088 -0.37
H 0.5112 1.9272 -4.5034 0.28
H -2.3038 2.2425 4.9350 0.27
H -0.5762 2.4587 1.0011 0.33
H 2.9211 -3.9981 -5.5385 0.28
H 3.3403 -2.6450 1.5560 0.35
H -0.2147 2.2636 6.2263 0.40
O -0.4005 0.6768 0.5115 -0.38
C 0.5329 0.3653 -0.5264 -0.76
H -0.0158 3.2833 4.7667 0.30
H -1.1784 -0.8242 3.4937 0.19
C -2.1224 5.3278 0.8915 -1.33
O -0.9048 -1.0960 2.6016 -0.37
C 2.7812 -2.3968 -2.7822 -0.55
C -3.6386 0.4934 -1.2711 -0.99
H -1.4544 1.7102 3.4462 0.00
H -1.3346 5.9642 0.4468 0.31
H 1.5361 0.3637 -0.1268 0.58
O 0.3754 1.2733 -3.7900 -0.51
H 0.6912 1.6209 4.8593 0.26
C -1.7517 -2.1627 2.2703 -0.78
C 1.6549 0.6535 -3.8575 0.26
H 3.7881 -2.6960 -2.3885 0.37
H 2.8230 -3.8406 4.8440 0.30
C 1.9314 -0.1049 -5.1605 -1.10
O 3.1925 -3.3813 -4.8700 -0.52
H 2.1156 -4.3885 -3.4388 0.41
C -0.1419 2.2480 5.1321 -1.13
H -4.0210 1.2974 -0.6392 0.31
H 2.4118 1.4339 -3.7056 0.31
H -2.7547 3.3141 1.1135 0.20
H 1.6513 0.0092 -3.0292 -0.23
H -1.8063 1.5917 -1.7460 -0.03
C 2.0098 -3.1179 3.1708 -0.05
C -1.4327 1.6762 4.5658 0.18
H -1.5556 0.4503 5.9832 0.30
```

***

Below is C23H31AuN2O2S2Si as an isolated structure, with properties calculated with ωB97M-V/def2-TZVPD.

As for the expectation value of S²: 2.07. Its multiplicity is 3. Its energy above the lowest of the compared OMol25 structures with the same formula, charge and spin is 21.26 kJ/mol. As for the HOMO energy (spin up / spin down): -6.4817 / -8.1143 eV. The HOMO-LUMO gap (spin up / spin down) comes out at 6.3 / 5.4 eV. The net charge is 0.

The geometry in XYZ format:
```
62
Properties=species:S:1:pos:R:3:mulliken_charge:R:1
H -5.4749 -3.1847 2.5153 0.41
H 2.1548 -0.1086 -0.9960 0.11
H -1.0497 2.3295 -4.8006 0.29
H -5.0448 0.9015 1.2744 0.48
C 5.5804 -1.0006 0.5301 -0.60
H 5.6318 1.0378 1.2003 0.41
H -2.6994 2.7994 -4.3835 0.29
H 3.4207 1.5856 0.2138 0.50
H 3.4964 -3.5802 -1.6857 0.54
C -1.6543 -2.2139 0.2152 0.69
H -0.9484 1.5155 2.1371 0.17
H 0.7740 2.0800 3.7224 0.38
H 1.9594 2.3606 2.4491 0.24
Si -1.2428 2.7795 -2.3647 0.31
C -2.3311 3.9226 -1.3384 -1.10
H -3.3817 3.8016 -1.6097 0.30
C 5.0688 0.2811 0.6687 -0.58
H -0.1472 -0.8772 2.1147 0.27
H -1.5181 -4.3659 0.1907 0.43
H -3.3365 -3.7291 1.5326 0.40
C 2.8383 -2.7552 -1.4123 -0.46
C -2.8913 -1.7579 0.7941 0.50
H -2.2398 3.7037 -0.2728 0.27
H 5.2655 -2.9645 -0.2679 0.36
C -3.6837 -2.7080 1.4789 -1.08
H 0.9009 2.9738 -1.0881 -0.03
O 0.3893 0.6424 0.8280 0.45
C 0.0375 1.7105 1.6955 -0.52
C 1.5901 0.2409 2.8072 -0.72
Au -1.4581 0.5558 -1.6497 0.37
C -1.6461 3.0052 -4.1844 -1.08
C -4.7024 -0.1218 1.3495 -0.62
C -1.0632 -3.5123 0.6996 -1.48
O -2.7578 0.6028 0.3413 -0.11
S -0.2851 -0.5676 -3.4853 -0.39
H 1.2995 -1.1621 1.1153 0.30
H -1.2142 -3.6298 1.7711 0.46
C -4.8990 -2.4073 2.0316 -0.60
H -2.0573 4.9698 -1.4991 0.37
H -6.3872 -0.8665 2.3953 0.40
C 0.5716 3.2200 -2.0992 -0.72
C 3.1149 -0.3754 -0.5745 0.01
H 0.7454 4.2869 -2.2680 0.42
H 2.0560 -3.1540 -0.7687 -0.07
H -0.0018 -3.5358 0.4796 0.07
C 1.1364 1.7172 2.7612 -0.62
C -5.4214 -1.0872 1.9600 -0.45
H -1.4349 4.0292 -4.5057 0.32
C -3.3953 -0.3786 0.7688 0.42
N 0.0445 -2.0966 -1.2458 -0.33
C 3.8334 0.5888 0.1146 -0.56
H 2.6545 0.1523 2.5909 0.13
N -1.0803 -1.5502 -0.7622 0.09
H -0.0240 2.6238 1.1058 0.24
C 0.7605 -0.4159 1.6977 -0.56
C 4.8583 -1.9655 -0.1587 -0.62
H 1.1991 2.6569 -2.7933 0.27
H 1.4018 -0.2230 3.7753 0.40
S 2.0384 -2.2314 -2.9512 -0.15
H 6.5462 -1.2503 0.9506 0.37
C 3.6183 -1.6662 -0.7147 0.70
C 0.4850 -1.6314 -2.3960 0.29
```

***

Below is C37H45N6O2PdSeSi as an isolated structure, with properties calculated with ωB97M-V/def2-TZVPD.

As for the expectation value of S²: 6.04. Its multiplicity is 5. Its energy above the lowest of the compared OMol25 structures with the same formula, charge and spin is 226.63 kJ/mol. As for the HOMO energy (spin up / spin down): -14.0375 / -14.6632 eV. The HOMO-LUMO gap (spin up / spin down) comes out at 5.6 / 4.1 eV. The net charge is +3.

The geometry in XYZ format:
```
93
Properties=species:S:1:pos:R:3:mulliken_charge:R:1
C 7.7757 2.7386 1.2979 -0.32
H 3.8031 3.3766 3.1924 0.25
H 0.5442 2.0924 -5.1516 0.49
H 4.6311 -3.2731 0.2536 0.31
H -1.3851 1.0292 -4.6814 0.36
C 6.1584 4.8862 2.2625 -0.89
H -8.3031 -0.5323 -0.9650 0.32
O -1.0968 -2.2193 -0.9829 -1.04
Si -6.9694 -2.6949 -0.4540 0.12
H 2.7097 -0.1953 -3.5084 0.32
C -5.1724 -2.3384 -0.1737 -0.63
N -2.6775 -0.1238 2.0389 0.44
C 0.0926 5.0614 0.4014 -1.33
C 0.7111 -2.8541 0.5111 0.34
C -3.1214 -0.6069 3.3565 -1.05
H 6.4428 0.0753 0.3154 0.36
C 2.0932 -3.1278 0.5580 -0.81
N -1.0843 1.6557 -3.9052 -0.06
H 5.4159 -0.6512 1.5864 0.15
H 7.1486 -0.3573 1.9807 0.35
C -2.1480 1.4797 -0.4306 0.44
C -1.9027 1.9671 0.8928 -0.15
C -1.1149 3.5274 -1.3257 -0.46
C 5.7562 3.5755 2.3093 0.46
C 2.2928 -2.7269 -1.8736 -0.40
N 0.8811 -0.9508 -4.0889 -0.01
C 1.8037 0.1351 -4.0523 -1.08
O -2.8050 0.3777 -0.6198 -1.03
H 0.1580 -3.5414 2.4673 0.63
H 0.9495 5.1231 -0.3021 0.33
H -7.3019 -1.0909 -2.4302 0.30
N 5.8118 1.2810 1.9653 0.30
N -1.4335 -2.6764 1.6734 0.26
C -0.7636 3.8722 -0.0030 1.33
H -2.0273 -3.8894 3.1895 0.47
C -3.9952 -2.0284 -0.2018 0.64
C 6.2603 0.0223 1.4193 -0.76
C 8.2343 4.0817 1.2473 -0.69
H -1.1344 -2.5512 3.8483 0.55
H 2.2377 1.9989 -3.2465 0.42
N 4.5869 2.9608 2.7258 0.11
C 0.3542 -1.6191 -3.0763 -0.43
H 2.1114 0.3677 -5.0328 0.60
H -0.4339 6.0490 0.3311 0.33
C 1.0301 -2.1580 -1.8931 0.17
H 2.8519 -2.7337 -2.8162 0.53
H 4.6901 -3.6506 -1.4642 0.39
H 2.6852 -3.2977 1.4632 0.52
H -7.9998 -4.4873 -1.8973 0.36
H -7.3649 -3.5518 1.8534 0.31
Se 3.1863 0.4570 2.8695 0.02
H 4.1727 -4.8565 -0.2667 0.36
C -1.0761 3.0796 1.0738 -0.78
C 0.1605 -2.3269 -0.7188 0.40
H 0.2732 3.2734 -3.8628 0.26
H -6.1610 -4.4960 -2.0086 0.34
H -0.7560 -1.6279 -3.0765 0.43
C -3.2730 -2.1347 3.3788 -0.58
H 7.8930 6.0755 1.7878 0.43
C 6.5562 2.4793 1.8437 0.53
H -0.8878 4.2013 -2.1958 0.56
H 9.1661 4.4143 0.7721 0.39
C -0.1630 -3.0843 1.5833 -0.22
C 0.2587 2.1802 -4.0744 -0.97
H -2.4218 -0.2055 4.0305 0.59
C 4.1577 -3.7932 -0.5447 -1.70
C -2.4351 1.1541 2.0129 -0.16
H 1.0816 1.1702 -2.3696 0.31
C -7.8168 -2.7640 1.2125 -0.93
C -7.9000 -1.3858 -1.5203 -0.91
H 5.5468 5.6640 2.7345 0.38
H -2.7144 0.8423 -2.8481 0.55
C 4.5877 1.6221 2.5464 -0.14
H -0.6502 3.2671 2.1010 0.30
C 7.4702 5.0898 1.7980 -0.38
C -1.8774 -2.8137 3.0668 -1.05
H -7.6435 -1.7669 1.6533 0.28
C -7.0464 -4.3668 -1.3835 -1.07
C 2.7734 -3.2225 -0.6628 0.93
H -4.1346 -0.2448 3.6299 0.31
H -2.6815 1.6462 2.9221 0.60
H 0.4260 4.8872 1.4566 0.29
H 8.3400 1.8962 0.9006 0.43
C -1.6683 2.2465 -1.5764 0.13
C -1.8710 1.5643 -2.7847 -0.48
H -4.0206 -2.4177 2.6511 0.09
H -8.9063 -2.9877 1.1771 0.35
Pd -2.3627 -1.3100 0.4460 -0.19
H -7.0114 -5.0665 -0.5941 0.34
C 1.3373 1.3923 -3.3828 -0.23
H -3.4795 -2.4115 4.4083 0.44
H 0.3317 -1.0540 -4.9169 0.37
H -8.7471 -2.0720 -1.8328 0.26
```

***

| no. | DFT total energy (a.u.) |
| --- | --- |
| 1 | -4906.231385 |
| 2 | -377.676027 |
| 3 | -1336.445841 |
| 4 | -1161.610095 |
| 5 | -2376.512258 |
| 6 | -4733.565511 |